Entry 1:
Formula: C16H25NO4
Source: the OMol25 dataset
Level of theory: ωB97M-V with the def2-TZVPD basis set

Cartesian coordinates (Å):
C: 2.50 4.70 0.19
C: 1.54 3.52 0.32
C: 2.26 2.20 0.09
C: 1.36 1.01 0.28
O: 0.18 1.22 0.63
C: 1.86 -0.33 0.07
C: 1.02 -1.44 0.27
N: -0.26 -1.27 0.55
C: -1.23 -2.30 0.83
C: -2.64 -1.71 0.79
C: -3.12 -1.43 -0.64
C: -4.43 -0.63 -0.67
C: -4.21 0.87 -0.96
C: -3.13 1.41 -0.04
O: -3.23 1.51 1.15
O: -2.03 1.73 -0.72
C: 1.52 -2.85 0.19
C: 3.04 -2.94 0.25
C: 3.61 -1.96 -0.75
C: 3.23 -0.53 -0.40
O: 4.06 0.35 -0.54
H: 2.94 4.72 -0.81
H: 1.97 5.64 0.34
H: 3.30 4.63 0.92
H: 0.73 3.63 -0.41
H: 1.09 3.52 1.31
H: 2.68 2.16 -0.92
H: 3.11 2.10 0.77
H: -0.53 -0.29 0.69
H: -1.15 -3.11 0.10
H: -1.05 -2.72 1.83
H: -2.66 -0.79 1.37
H: -3.33 -2.41 1.26
H: -3.26 -2.38 -1.15
H: -2.34 -0.88 -1.18
H: -5.10 -1.02 -1.43
H: -4.92 -0.73 0.30
H: -3.89 1.01 -1.99
H: -5.14 1.41 -0.79
H: -1.27 1.90 -0.12
H: 1.17 -3.28 -0.76
H: 1.07 -3.43 1.00
H: 3.38 -2.67 1.26
H: 3.36 -3.96 0.04
H: 3.23 -2.18 -1.75
H: 4.70 -2.02 -0.79

Values from the calculation:
- Charge: 0
- Structure (SMILES): CCCC(=O)C1=C(NCCCCCC(=O)O)CCCC1=O
- Gap between HOMO and LUMO: 9.3 eV

Atom charges from the Löwdin analysis, given in e for atoms 1 to 8: C -0.111; C -0.254; C -0.132; C -0.281; O -0.013; C -0.029; C -0.157; N 0.089


Entry 2:
Formula: C16H26B4N5O5P
Source: the OMol25 dataset
Level of theory: ωB97M-V with the def2-TZVPD basis set

Cartesian coordinates (Å):
N: 2.50 2.39 0.17
B: 1.25 2.83 -0.48
O: 1.26 3.99 -1.19
B: -0.14 1.83 -0.40
O: -0.52 0.94 -1.40
B: -1.23 -0.17 -0.94
O: -2.28 0.07 -0.10
B: -2.21 1.37 0.34
P: -3.82 2.44 0.29
O: -5.00 1.66 0.73
O: -0.98 1.84 0.74
H: 2.25 1.93 1.04
H: 2.97 1.67 -0.37
H: 0.57 4.61 -0.96
H: -0.89 -1.26 -1.25
H: -3.55 3.60 1.04
H: -3.89 2.94 -1.02
N: 0.77 -3.05 -3.08
C: 1.96 -3.74 -3.04
C: 1.68 -5.07 -3.20
C: 0.27 -5.19 -3.34
C: -0.26 -3.93 -3.26
H: 0.67 -2.06 -2.98
H: 2.89 -3.22 -2.90
H: 2.41 -5.86 -3.21
H: -0.28 -6.10 -3.49
H: -1.28 -3.59 -3.33
N: -4.60 -0.93 2.04
C: -3.68 -1.95 1.97
C: -3.91 -2.80 3.02
C: -5.01 -2.29 3.75
C: -5.41 -1.13 3.12
H: -4.68 -0.15 1.40
H: -2.95 -1.98 1.18
H: -3.36 -3.70 3.23
H: -5.46 -2.71 4.63
H: -6.21 -0.44 3.35
N: -0.97 3.04 3.65
C: -1.78 4.08 3.99
C: -1.15 4.81 4.96
C: 0.09 4.18 5.22
C: 0.18 3.09 4.39
H: -1.17 2.34 2.96
H: -2.74 4.21 3.52
H: -1.54 5.69 5.44
H: 0.84 4.49 5.93
H: 0.95 2.35 4.27
N: 4.69 -1.04 -3.22
C: 5.29 -0.09 -4.00
C: 6.54 -0.52 -4.31
C: 6.71 -1.79 -3.69
C: 5.55 -2.09 -3.03
H: 3.76 -0.98 -2.85
H: 4.77 0.82 -4.27
H: 7.26 0.00 -4.91
H: 7.59 -2.42 -3.73
H: 5.27 -2.94 -2.44

Values from the calculation:
- Charge: 0
- Gap between HOMO and LUMO: 7.1 eV

Atom charges from the Löwdin analysis, given in e for atoms 1 to 8: N 0.153; B -0.430; O 0.161; B -0.353; O 0.240; B -0.320; O 0.248; B -0.628


Entry 3:
Formula: C16H26BN5O3PSbSe4TcTe
Source: the OMol25 dataset
Level of theory: ωB97M-V with the def2-TZVPD basis set

Cartesian coordinates (Å):
Tc: 0.30 0.39 -0.48
Se: 2.16 -2.56 3.38
Sb: 2.40 -2.98 0.79
Se: 2.38 -0.27 -0.95
Se: 2.28 -0.40 2.54
Se: 0.51 -4.30 0.18
C: 0.18 6.12 1.98
C: 0.02 4.67 1.55
O: 0.73 3.82 2.46
P: 1.07 2.33 2.04
O: -0.07 1.57 1.44
Te: 2.03 1.49 4.04
O: 2.14 2.41 0.82
C: 3.34 3.17 0.94
C: 4.31 2.82 -0.17
H: -0.36 6.74 1.27
H: 1.22 6.41 1.99
H: -0.24 6.28 2.97
H: 0.41 4.52 0.54
H: -1.03 4.38 1.55
H: 3.81 2.97 1.92
H: 3.09 4.24 0.90
H: 4.62 1.78 -0.12
H: 5.19 3.46 -0.09
H: 3.85 2.99 -1.14
C: -3.30 -0.23 -0.80
N: -3.35 -1.59 -1.34
C: -4.20 -1.60 -2.55
C: -1.98 -2.17 -1.61
C: -1.25 -1.42 -2.69
C: -1.47 -1.83 -4.01
C: -0.90 -1.17 -5.08
C: -0.10 -0.07 -4.84
C: 0.18 0.30 -3.53
C: -0.37 -0.36 -2.42
H: -4.30 0.13 -0.56
H: -2.86 0.44 -1.54
H: -2.70 -0.20 0.11
H: -3.77 -2.20 -0.64
H: -3.74 -0.95 -3.30
H: -5.19 -1.22 -2.31
H: -4.28 -2.60 -2.95
H: -2.10 -3.21 -1.89
H: -1.41 -2.14 -0.68
H: -2.07 -2.71 -4.18
H: -1.09 -1.50 -6.09
H: 0.34 0.48 -5.65
H: 0.86 1.12 -3.37
B: -2.38 3.76 -1.57
C: -1.19 2.85 -1.38
N: -0.36 2.04 -1.21
H: -2.91 3.45 -2.59
H: -3.05 3.52 -0.59
H: -2.04 4.90 -1.58
N: -0.51 -0.24 5.03
C: -0.86 -0.79 4.09
N: -1.20 -1.34 2.96
C: -0.73 -1.09 1.85
N: -0.39 -1.01 0.72

Values from the calculation:
- Charge: +1
- Gap between HOMO and LUMO (spin up / spin down): 5.1 / 5.2 eV

Atom charges from the Löwdin analysis, given in e for atoms 1 to 8: Tc 1.064; Se 0.048; Sb 0.416; Se 0.375; Se -0.222; Se -0.041; C -0.049; C -0.261


Entry 4:
Formula: C16H26BaN3O9S2
Source: the OMol25 dataset
Level of theory: ωB97M-V with the def2-TZVPD basis set

Cartesian coordinates (Å):
Ba: -5.40 -1.92 0.16
N: -0.26 -0.03 0.38
O: -0.39 0.15 1.55
O: 0.74 0.25 -0.25
O: -1.24 -0.55 -0.23
O: -4.22 2.45 -6.20
S: -4.16 1.17 -5.49
O: -4.70 1.00 -4.13
O: -4.66 -0.01 -6.54
C: -3.90 -0.14 -7.70
C: -4.45 -1.16 -8.74
C: -2.39 0.65 -5.22
H: -2.90 -0.36 -7.33
H: -3.87 0.85 -8.15
H: -5.38 -0.77 -9.16
H: -4.67 -2.16 -8.35
H: -3.73 -1.36 -9.53
H: -1.77 1.02 -6.04
H: -2.35 -0.42 -5.04
H: -2.17 1.24 -4.33
O: 6.97 -0.44 4.17
S: 5.83 0.02 4.96
O: 4.80 -0.90 5.46
O: 6.49 0.84 6.30
C: 7.72 1.48 6.13
C: 8.23 2.04 7.57
C: 5.08 1.37 4.15
H: 7.53 2.22 5.35
H: 8.47 0.81 5.72
H: 7.79 1.34 8.28
H: 7.86 3.05 7.77
H: 9.30 2.14 7.78
H: 5.75 2.02 3.58
H: 4.51 1.92 4.90
H: 4.40 0.91 3.43
N: 1.68 -6.49 -0.96
C: 2.21 -7.60 -0.39
C: 3.05 -7.50 0.80
C: 3.25 -6.22 1.40
C: 2.65 -5.15 0.88
C: 1.91 -5.24 -0.34
H: 2.04 -8.57 -0.84
H: 3.58 -8.29 1.31
H: 3.85 -6.10 2.29
H: 2.79 -4.13 1.24
H: 1.47 -4.41 -0.88
N: -5.95 3.00 1.12
C: -4.94 3.87 1.26
C: -4.96 5.29 1.10
C: -6.19 5.76 0.74
C: -7.30 4.98 0.51
C: -7.13 3.59 0.74
H: -4.07 3.35 1.60
H: -4.14 5.97 1.28
H: -6.40 6.82 0.83
H: -8.29 5.38 0.37
H: -8.03 2.99 0.71

Values from the calculation:
- Charge: +1
- Gap between HOMO and LUMO: 3.0 eV

Atom charges from the Löwdin analysis, given in e for atoms 1 to 8: Ba 1.826; N -0.693; O -0.018; O 0.009; O -0.161; O -0.281; S 0.696; O -0.345


| no. | molar mass (g mol⁻¹) |
| --- | --- |
| 1 | 295.38 |
| 2 | 442.64 |
| 3 | 1041.40 |
| 4 | 605.86 |